(1)
C25H60BrF15N5O20S5 | the ωB97M-V functional and the def2-TZVPD basis

```
! wB97M-V def2-TZVPD RIJCOSX def2/J DEFGRID3
* xyz -1 1
C -2.10617 -3.72009 -2.51325
C -2.50885 -5.17768 -2.53681
C -3.61958 -5.58488 -1.57128
O -3.91492 -6.96968 -1.65528
C -4.97354 -7.27487 -0.74592
N -3.04245 -5.47990 -3.91871
H -3.58793 -6.34595 -3.95536
H -3.66140 -4.73432 -4.24396
H -2.31638 -5.54936 -4.63276
H -2.73635 -2.96651 -2.98745
H -1.08939 -3.62784 -2.89946
H -2.06823 -3.39578 -1.47183
H -1.69140 -5.88166 -2.39959
H -4.49558 -4.95458 -1.76526
H -3.34877 -5.34426 -0.54048
H -5.84780 -6.62074 -0.68995
H -4.53400 -7.22428 0.25427
H -5.38581 -8.26727 -0.91275
C -3.24026 7.92580 2.81806
C -2.46211 7.90430 1.51005
C -1.01432 7.35982 1.63810
O -0.95572 6.05646 2.12721
C -0.41470 5.07755 1.23120
N -3.18646 6.80639 0.70480
H -3.72775 7.16584 -0.09327
H -2.51270 6.29763 0.12549
H -3.88074 6.18509 1.11716
H -4.15880 8.50014 2.65819
H -2.77890 8.44091 3.66227
H -3.55220 6.99516 3.29313
H -2.49922 8.80990 0.91205
H -0.60549 8.18607 2.22721
H -0.50240 7.43108 0.67409
H -0.68188 5.31985 0.19993
H -0.83410 4.14615 1.61275
H 0.65718 4.92798 1.37426
C -1.73868 -1.34512 -0.97590
C -1.21598 0.04363 -0.77394
C -0.53320 0.13773 0.58293
O 0.35194 1.23851 0.59222
C 1.16375 1.25302 1.74421
N -0.14636 0.31451 -1.76594
H 0.40239 1.13691 -1.48950
H 0.51971 -0.43806 -1.76987
H -0.46800 0.57941 -2.70114
H -0.96610 -2.09128 -0.76936
H -1.92745 -1.53773 -2.03759
H -2.67598 -1.56570 -0.47001
H -2.01424 0.77049 -0.91958
H -0.03144 -0.79132 0.86353
H -1.36541 0.11140 1.29371
H 1.85359 0.42388 1.88811
H 0.53903 1.39300 2.62829
H 1.71055 2.19871 1.75852
C 6.26410 0.96441 -2.43549
C 4.77717 0.73595 -2.16876
C 4.00398 2.01110 -1.83353
O 2.62380 1.83393 -1.92343
C 1.90611 3.06775 -1.85099
N 4.21721 0.10253 -3.43955
H 4.85242 -0.34501 -4.10326
H 3.59250 -0.64581 -3.15980
H 3.79473 0.78496 -4.08591
H 6.80375 1.35636 -1.57313
H 6.47296 1.62418 -3.28039
H 6.78140 0.03053 -2.66382
H 4.58211 -0.08337 -1.47917
H 4.33993 2.82737 -2.48110
H 4.33208 2.15451 -0.79613
H 1.93334 3.56902 -0.87398
H 0.85413 2.79719 -1.73106
H 2.00482 3.83424 -2.61670
C 0.54747 -3.98033 4.02586
C 0.79236 -4.01676 2.53423
C -0.52481 -3.92411 1.73113
O -0.20095 -3.96182 0.34413
C -0.22625 -5.20014 -0.30703
N 1.63415 -2.83287 2.09731
H 2.63177 -2.93899 2.30488
H 1.74390 -2.79322 1.06577
H 1.28988 -1.97551 2.55344
H 1.44983 -3.76430 4.59912
H 0.14302 -4.93766 4.36044
H -0.17194 -3.24838 4.40091
H 1.48572 -4.82393 2.29913
H -0.90975 -2.91349 1.86490
H -1.22800 -4.67123 2.10064
H 0.53543 -5.85798 0.12984
H -0.01781 -5.06501 -1.36303
H -1.13612 -5.78443 -0.12433
C 0.90289 3.20310 -6.20059
F -0.03664 3.22585 -7.15082
F 2.10860 3.47462 -6.66050
F 0.48479 4.07786 -5.28259
S 0.98578 1.46675 -5.39615
O 0.06236 1.59628 -4.27445
O 0.64161 0.50400 -6.43351
O 2.38457 1.29463 -4.96523
C -1.96937 -0.37137 4.39120
F -2.12803 0.52772 3.39575
F -2.50171 0.14763 5.47749
F -2.61183 -1.49788 4.06988
S -0.09412 -0.70713 4.58722
O 0.51052 0.56666 4.92901
O 0.01150 -1.68205 5.67868
O 0.30017 -1.30427 3.28746
C -5.37241 -3.87559 -0.80202
F -5.26773 -5.19961 -1.01242
F -5.22217 -3.74231 0.52407
F -4.30843 -3.28904 -1.39031
S -7.02892 -3.20433 -1.41783
O -6.91099 -1.75184 -1.33925
O -7.19511 -3.77444 -2.73523
O -8.02344 -3.75009 -0.48851
C 5.19137 -0.21697 1.82583
F 6.24553 0.60063 1.91191
F 4.34406 0.11304 2.80974
F 4.58841 0.00316 0.65093
S 5.83018 -1.98067 1.97113
O 6.60310 -1.96183 3.20151
O 4.60216 -2.79378 2.06217
O 6.61611 -2.21850 0.76961
C 3.49753 4.66875 3.35124
F 4.77067 4.63955 3.70677
F 3.43645 4.17178 2.09542
F 2.78367 3.87620 4.15230
S 2.92537 6.52622 3.38522
O 3.86147 7.18853 4.28006
O 2.79595 7.03657 2.01910
O 1.58638 6.47549 3.99671
Br 2.44622 -2.24141 -1.38762
*
```

Computed properties:
HOMO	-6.264	eV
LUMO	-0.21	eV
max |F|	0.318	Eh/bohr
HOMO-LUMO gap	6.06	eV


(2)
C4H9I2NP | the ωB97M-V functional and the def2-TZVPD basis

```
! wB97M-V def2-TZVPD RIJCOSX def2/J DEFGRID3
* xyz 1 3
C 0.38042 -0.46100 -0.98229
C -0.22724 -0.38702 1.14473
C 0.52161 1.02697 -0.61690
C -0.21414 1.13249 0.66606
N -0.75352 -0.80765 -1.85801
P 1.24377 -0.99310 2.12308
I 2.73461 1.56261 -0.20001
I -2.27238 1.71934 0.18505
H 1.26104 -0.99152 -1.23600
H -1.30251 -0.85186 1.19101
H 0.52435 1.80765 -1.44900
H 0.11756 1.79874 1.48364
H -1.19666 -1.71227 -1.63395
H -0.65738 -0.90026 -2.93790
H -1.49868 -0.21400 -1.77261
H 0.50013 -1.72145 2.99681
H 0.83901 -0.00766 2.89628
*
```

Computed properties:
HOMO (spin up / spin down)	-9.760 / -12.831	eV
LUMO (spin up / spin down)	-3.69 / -6.89	eV
max |F|	0.089	Eh/bohr
HOMO-LUMO gap (spin up / spin down)	6.07 / 5.94	eV


(3)
C4H13N2 | the ωB97M-V functional and the def2-TZVPD basis

```
! wB97M-V def2-TZVPD RIJCOSX def2/J DEFGRID3
* xyz 1 1
C 2.71210 -0.15183 -0.33573
N 2.34416 -1.22890 0.55256
C 1.52084 0.91213 -0.43361
N 0.31438 0.18913 -0.67237
C -2.87066 -0.07896 -0.45749
C -2.38852 0.05486 1.01530
H 2.86008 -0.62008 -1.31224
H 3.65246 0.29366 0.03916
H 2.77576 -1.24110 1.46491
H 1.35421 -1.40935 0.58757
H 1.61008 1.58465 -1.29364
H 1.36464 1.28510 0.58972
H -3.94106 0.09726 -0.29706
H 0.12826 0.30208 -1.68187
H -2.66063 -1.07395 -0.84274
H -2.30467 0.69958 -0.97491
H -2.62746 -0.72694 1.73761
H -2.58003 1.08327 1.35921
H -1.26393 0.02940 0.95563
*
```

Computed properties:
HOMO	-14.480	eV
LUMO	-8.84	eV
max |F|	0.093	Eh/bohr
HOMO-LUMO gap	5.64	eV


(4)
C2HN5O | the ωB97M-V functional and the def2-TZVPD basis

```
! wB97M-V def2-TZVPD RIJCOSX def2/J DEFGRID3
* xyz 0 1
O -0.42462 1.87126 -1.17077
C -0.07528 0.72042 -0.86542
N -0.64450 -0.61180 -1.02675
N -1.04085 -1.48431 -0.17756
C -0.61674 -1.12341 1.08539
N 0.26804 -0.24115 1.53492
N 1.35776 0.23619 0.90085
N 1.27736 0.56620 -0.36521
H -0.97569 -1.80804 1.98252
*
```

Computed properties:
HOMO	-10.448	eV
LUMO	-2.47	eV
max |F|	0.097	Eh/bohr
HOMO-LUMO gap	7.98	eV
SMILES	O=c1nncnnn1


(5)
C2H11NO2S2 | the ωB97M-V functional and the def2-TZVPD basis

```
! wB97M-V def2-TZVPD RIJCOSX def2/J DEFGRID3
* xyz 1 2
N 0.98051 -0.49470 -1.13416
C -0.21647 -1.16692 -1.64099
C -1.46309 -0.30877 -1.72839
S -2.38842 -0.36985 -0.09787
S -3.13699 1.47055 0.24314
H 1.05982 -0.49485 -0.12554
H 1.02686 0.44202 -1.50862
H 0.06512 -1.35124 -2.68590
H -0.48220 -2.09600 -1.14479
H -1.49000 0.77630 -1.94396
H -2.20505 -0.66895 -2.46682
H -3.51930 1.10980 1.45798
H 4.51156 1.66133 1.23032
H 3.64594 1.65116 2.42972
O 3.64138 1.94572 1.51387
H -0.32263 -0.59238 1.80499
H -0.02449 -0.96268 3.29888
O 0.31748 -0.55054 2.49812
*
```

Computed properties:
HOMO (spin up / spin down)	-13.320 / -13.302	eV
LUMO (spin up / spin down)	-4.88 / -8.05	eV
max |F|	0.052	Eh/bohr
HOMO-LUMO gap (spin up / spin down)	8.44 / 5.25	eV


(6)
C4H10NO2 | the ωB97M-V functional and the def2-TZVPD basis

```
! wB97M-V def2-TZVPD RIJCOSX def2/J DEFGRID3
* xyz 0 2
C -0.54960 1.32995 -0.90019
O 0.92499 -0.66917 2.95396
C 0.60935 1.42030 0.11372
C 0.29309 0.05918 -0.59290
C -0.95270 -1.12605 -1.90532
O -0.81045 -2.33002 -1.66486
N 0.42517 1.41016 1.48511
H -1.49173 1.49394 -0.41218
H -0.31573 1.74113 -1.86884
H 1.29356 2.13745 -0.31053
H 1.02249 0.02912 -1.40480
H 0.25946 -0.68962 0.19807
H -1.91653 -0.67913 -1.65884
H -0.44084 -0.75521 -2.82103
H 0.26920 -1.31098 2.63708
H 0.10373 2.33137 1.82889
H 0.77029 0.12706 2.28685
*
```

Computed properties:
HOMO (spin up / spin down)	-9.704 / -9.716	eV
LUMO (spin up / spin down)	0.36 / -1.87	eV
max |F|	0.100	Eh/bohr
HOMO-LUMO gap (spin up / spin down)	10.06 / 7.85	eV


(7)
C6H11NO3S | the ωB97M-V functional and the def2-TZVPD basis

```
! wB97M-V def2-TZVPD RIJCOSX def2/J DEFGRID3
* xyz 0 1
H 1.75420 -1.25409 -2.57187
N 0.81789 -1.42546 -2.29292
C 0.44118 -1.82746 -1.22601
C -0.98484 -1.89422 -1.04180
C -1.41148 -1.10259 0.14987
C -1.21101 0.40822 0.03561
C 0.13228 0.86921 -0.47625
C 1.06083 1.49172 0.15186
S 1.27605 1.39407 1.87773
O 0.61757 0.34902 2.59287
O 2.60138 1.59809 2.31587
O 0.31893 2.74734 2.09438
H 0.99476 -2.33554 -0.38965
H -1.27485 -2.98402 -0.96966
H -1.38768 -1.53105 -2.07205
H -0.90159 -1.55380 0.91336
H -2.45159 -1.22830 0.42506
H -1.49795 0.94944 0.95640
H -1.83251 0.91168 -0.82584
H 0.18086 0.87706 -1.61149
H 1.79840 2.10638 -0.41218
H 0.95916 3.43431 2.37672
*
```

Computed properties:
HOMO	-9.649	eV
LUMO	0.56	eV
max |F|	0.105	Eh/bohr
HOMO-LUMO gap	10.21	eV
SMILES	[H]/N=C/CCC/C=C\S(=O)(=O)O


(8)
C5H7NO | the ωB97M-V functional and the def2-TZVPD basis

```
! wB97M-V def2-TZVPD RIJCOSX def2/J DEFGRID3
* xyz 0 1
C 0.50482 1.81251 0.18135
C 0.11062 0.59698 -0.64926
C -0.07314 -0.71495 0.09697
C -0.01871 -0.65770 1.55331
N 0.04820 -0.60592 2.70750
C -0.75871 -1.84958 -0.53052
O 0.64994 -1.80937 -0.48365
H -0.30952 2.14226 0.82925
H 0.76874 2.63931 -0.48512
H 1.36843 1.59385 0.81446
H -0.77083 0.82032 -1.25733
H 0.90226 0.35228 -1.35556
H -1.20832 -2.62075 0.08514
H -1.21379 -1.69925 -1.50654
*
```

Computed properties:
HOMO	-11.133	eV
LUMO	0.84	eV
max |F|	0.023	Eh/bohr
HOMO-LUMO gap	11.97	eV
SMILES	CC[C@@]1(C#N)CO1


(9)
C5H10AuO3 | the ωB97M-V functional and the def2-TZVPD basis

```
! wB97M-V def2-TZVPD RIJCOSX def2/J DEFGRID3
* xyz 1 3
O -1.69363 -0.18426 -0.13090
C -2.43061 0.43668 -1.04615
C -1.97180 1.41054 -1.88323
O 0.67678 1.90677 0.27668
C 1.94620 1.37266 0.07492
C 2.21519 0.18304 0.98984
O 1.05594 -0.65790 0.92075
C 1.16283 -1.89394 1.60674
Au -0.42638 0.49360 0.75834
H -3.36564 -0.07706 -1.33075
H -2.68680 2.03506 -2.42074
H -0.92597 1.39597 -2.20539
H 2.74945 2.11274 0.25155
H 2.04697 1.01866 -0.97173
H 2.36586 0.49500 2.03663
H 3.09847 -0.38739 0.66371
H 0.19352 -2.39892 1.52998
H 1.93940 -2.51456 1.13857
H 1.42624 -1.72443 2.66135
*
```

Computed properties:
HOMO (spin up / spin down)	-13.132 / -12.754	eV
LUMO (spin up / spin down)	-3.70 / -6.86	eV
max |F|	0.301	Eh/bohr
HOMO-LUMO gap (spin up / spin down)	9.43 / 5.89	eV


(10)
C29H64BCl10O5PSi | the ωB97M-V functional and the def2-TZVPD basis

```
! wB97M-V def2-TZVPD RIJCOSX def2/J DEFGRID3
* xyz 0 1
C -4.32996 -2.85603 0.40023
C -3.69116 -1.91199 -0.68891
C -2.30091 -2.47752 -1.17505
C -1.42193 -1.38732 -1.86398
C -1.05615 -0.22301 -0.84794
C 0.49088 -0.24876 -0.65695
C 1.05500 0.77882 0.39999
C 0.05298 1.17174 1.55017
Si -0.97135 2.76121 1.29572
C -0.73149 3.83325 2.88605
C -1.10243 5.35333 2.67559
O 0.09016 6.13730 2.70832
C -2.82199 2.21046 1.12079
C -3.46287 1.70928 2.46482
C -3.40260 0.13035 2.63458
P -3.16481 -0.39282 4.41503
O -4.53502 -0.76663 4.95420
O -2.22835 -1.79132 4.54152
C -1.15117 -1.82064 3.59117
C -0.06162 -2.82049 4.16892
O -2.58947 0.84409 5.38404
C -1.32888 0.54361 6.01870
C -1.53036 -0.42059 7.26586
B -0.53603 3.81518 -0.29906
O -1.64071 4.21055 -1.13685
C 0.90619 4.32869 -0.76598
C 1.99354 4.41843 0.36119
H -3.57922 -3.55586 0.83933
H -5.11658 -3.50023 -0.05225
H -4.79120 -2.30855 1.24886
H -4.39575 -1.87415 -1.55198
H -3.58458 -0.89338 -0.25909
H -1.75845 -2.88728 -0.29132
H -2.52224 -3.30958 -1.88566
H -0.46854 -1.87790 -2.16826
H -1.90616 -0.96466 -2.77242
H -1.57668 -0.44318 0.10515
H -1.38912 0.75648 -1.26938
H 0.87248 -1.27182 -0.42257
H 0.95774 0.01400 -1.63824
H 1.91897 0.26677 0.89481
H 1.49563 1.63064 -0.15604
H 0.67536 1.32024 2.47376
H -0.56429 0.26931 1.77421
H -1.30060 3.42634 3.75236
H 0.34875 3.72421 3.16075
H -1.71459 5.66586 3.56196
H -1.73233 5.55405 1.78613
H 0.66958 5.85300 3.41505
H -2.96545 1.46295 0.31026
H -3.36921 3.13346 0.81602
H -4.55373 1.94020 2.40416
H -3.09548 2.23242 3.36850
H -4.39990 -0.27539 2.35224
H -2.67696 -0.34507 1.94117
H -1.44442 -2.21532 2.59362
H -0.62766 -0.84763 3.46457
H 0.91775 -2.31121 4.29026
H 0.00003 -3.74085 3.55742
H -0.36989 -3.12604 5.19712
H -0.96905 1.51035 6.44487
H -0.54152 0.19015 5.32276
H -2.61289 -0.63820 7.34839
H -1.00292 -1.36860 7.03224
H -1.13230 0.08701 8.16511
H -2.05874 3.43848 -1.53034
H 1.24066 3.62786 -1.57855
H 0.74811 5.30714 -1.28854
H 1.87850 5.37919 0.90230
H 2.98786 4.48380 -0.14931
H 2.05069 3.53085 1.02236
Cl -0.77551 -1.03484 -5.81042
C -2.40109 -1.20885 -6.51790
C -3.29914 -0.05273 -6.14566
Cl -3.70185 -0.06694 -4.41068
H -2.81662 -2.15992 -6.18891
H -2.27524 -1.24774 -7.59991
H -4.24014 -0.11915 -6.69131
H -2.83539 0.90410 -6.37914
Cl 0.63399 -4.63865 -1.03112
C 1.03838 -5.03852 -2.71942
C 2.31109 -4.36405 -3.17454
Cl 2.12014 -2.59730 -3.31544
H 0.19218 -4.75938 -3.34574
H 1.15883 -6.12064 -2.76926
H 2.59222 -4.73107 -4.16180
H 3.13588 -4.56025 -2.49009
Cl -0.06990 9.20806 -1.18006
C 0.30009 9.14846 0.56208
C -0.48334 10.17360 1.34824
Cl 0.03409 11.84048 0.98551
H 1.37315 9.28584 0.68433
H 0.04357 8.14607 0.90642
H -0.32470 10.01845 2.41504
H -1.55059 10.10104 1.14608
Cl 5.84399 -3.05550 -0.89870
C 6.49380 -2.11701 -2.26650
C 6.07999 -2.69024 -3.60338
Cl 6.84740 -4.26652 -3.92584
H 7.57725 -2.08036 -2.16610
H 6.10713 -1.10289 -2.16594
H 6.38899 -2.01929 -4.40459
H 5.00030 -2.82214 -3.66650
Cl 4.69790 -7.18520 -4.09983
C 5.80425 -8.54567 -3.78906
C 6.95430 -8.57960 -4.76906
Cl 6.41985 -8.99162 -6.41787
H 5.22481 -9.46676 -3.81976
H 6.18676 -8.41714 -2.77647
H 7.67143 -9.34322 -4.46887
H 7.47058 -7.62191 -4.81182
*
```

Computed properties:
HOMO	-9.205	eV
LUMO	0.33	eV
max |F|	0.095	Eh/bohr
HOMO-LUMO gap	9.54	eV
SMILES	CCCCCCCC[Si@](CCO)(CCCP(=O)(OCC)OCC)B(O)CC.ClCCCl.ClCCCl.ClCCCl.ClCCCl.ClCCCl


(11)
C4H8N4O8Zn2 | the ωB97M-V functional and the def2-TZVPD basis

```
! wB97M-V def2-TZVPD RIJCOSX def2/J DEFGRID3
* xyz 0 1
Zn -0.70766 -0.21952 -1.32645
Zn -4.72277 0.78964 -4.13356
C -2.05714 -2.28300 -4.59310
O -0.88592 -2.17210 -4.20324
O -2.60215 -1.55498 -5.37901
O -2.69823 -1.98837 -3.58847
C -3.09935 2.87384 -0.86328
O -4.14399 2.26457 -1.07467
O -2.45505 2.66465 -1.84400
O -2.56745 2.14804 0.02215
C -0.86915 -3.24928 2.94709
O -0.21225 -2.74109 2.09103
N -2.13986 -3.24705 3.14092
N -0.36334 -3.96308 3.81729
H -2.41793 -3.78189 3.95130
H -2.83521 -2.85717 2.52078
H 0.51449 -4.42000 3.61541
H -1.03604 -4.38830 4.43921
C 4.06129 2.88896 -0.14652
O 3.17872 2.09407 -0.64620
N 3.79676 3.79684 0.77362
N 5.26684 2.91946 -0.46208
H 4.54684 4.44178 0.97748
H 2.91936 4.05541 1.20189
H 5.61203 2.40875 -1.26215
H 5.91714 3.51979 0.02456
*
```

Computed properties:
HOMO	-7.628	eV
LUMO	-3.71	eV
max |F|	0.202	Eh/bohr
HOMO-LUMO gap	3.92	eV